(1)
{
  "formula": "C3H7N",
  "method": "ωB97M-V with the def2-TZVPD basis set",
  "orbital_gap_ev": [2.7, 4.6],
  "e_homo_ev": [0.475, -1.382],
  "lumo_ev": [3.195, 3.185],
  "total_energy_ev": -4710.39129,
  "total_charge": -1,
  "spin_multiplicity": 2,
  "mol_weight_g_mol": 57.1,
  "symbols": ["C", "C", "H", "H", "H", "H", "C", "N", "H", "H", "H"],
  "xyz": [[-1.6237, 2.5424, -1.9105], [-1.3877, 2.2925, -3.2067], [-2.3707, 3.2304, -1.5479], [-0.8950, 2.0256, -1.2969], [-2.1079, 2.3467, -4.0154], [-0.4036, 1.9047, -3.4492], [1.9119, -2.8351, 2.7423], [0.9701, -1.9887, 2.3293], [1.6699, -3.9164, 2.6843], [2.9947, -2.6339, 2.5517], [0.8022, -1.1174, 2.8262]],
  "forces_ev_per_a": [[0.9603, -0.3316, -1.4249], [-0.2316, -0.1617, 0.5565], [-0.5042, -0.6178, 0.2700], [-0.0259, 0.8854, 0.7916], [0.1265, 0.8486, -0.0349], [-0.3201, -0.6390, -0.1498], [0.9836, -0.5226, 0.1797], [-2.0086, 0.2699, -0.2509], [0.2447, 0.2096, -0.2382], [-0.0560, -0.0828, 0.4241], [0.8312, 0.1419, -0.1232]]
}

(2)
{
  "formula": "C22H44As4Cl4F6MgP",
  "method": "ωB97M-V with the def2-TZVPD basis set",
  "orbital_gap_ev": [7.8, 4.0],
  "e_homo_ev": [-12.479, -12.479],
  "lumo_ev": [-4.720, -8.492],
  "total_energy_ev": -348004.14328,
  "total_charge": 2,
  "spin_multiplicity": 2,
  "mol_weight_g_mol": 919.4,
  "symbols": ["Mg", "C", "As", "C", "C", "C", "C", "C", "As", "C", "C", "C", "As", "C", "C", "H", "H", "H", "H", "H", "H", "H", "H", "H", "H", "H", "H", "H", "H", "H", "H", "H", "H", "H", "H", "H", "H", "H", "H", "H", "H", "H", "C", "As", "C", "C", "C", "C", "C", "C", "C", "C", "H", "H", "H", "H", "H", "H", "H", "H", "H", "H", "H", "H", "H", "Cl", "C", "Cl", "H", "H", "Cl", "C", "Cl", "H", "H", "F", "P", "F", "F", "F", "F", "F"],
  "xyz": [[-1.7731, -0.6468, -0.5505], [0.0558, 2.9401, 0.5662], [-0.9002, 1.9278, -0.7888], [-2.3887, 3.1334, -1.0983], [0.1430, 2.3393, -2.4157], [1.3875, 1.4992, -2.7438], [2.3564, 1.4219, -1.5683], [1.0296, 0.0870, -3.2560], [0.3560, -1.3362, -2.0517], [1.9837, -1.9536, -1.1902], [0.1463, -2.7148, -3.4018], [2.0946, 2.1486, -3.9701], [3.0513, 3.8318, -3.7307], [2.2986, 5.2224, -2.6297], [4.8895, 3.5399, -3.2499], [0.2347, 3.9570, 0.2151], [0.9948, 2.4672, 0.8352], [-0.5812, 2.9859, 1.4493], [-2.0335, 4.1467, -1.2817], [-3.0229, 3.1218, -0.2134], [-2.9706, 2.7802, -1.9472], [0.4123, 3.3940, -2.3105], [-0.5659, 2.2855, -3.2469], [1.9024, 0.9034, -0.7209], [2.6377, 2.4153, -1.2040], [3.2659, 0.8778, -1.8335], [1.9213, -0.3674, -3.6981], [0.2904, 0.1672, -4.0577], [2.8068, -1.9669, -1.9042], [1.8009, -2.9711, -0.8451], [2.2407, -1.3370, -0.3327], [1.0369, -2.7799, -4.0255], [-0.7226, -2.4926, -4.0186], [-0.0181, -3.6652, -2.8957], [1.3870, 2.3037, -4.7859], [2.8894, 1.4971, -4.3427], [1.3113, 5.5025, -2.9867], [2.9731, 6.0755, -2.6763], [2.2425, 4.8559, -1.6027], [5.3126, 2.7621, -3.8808], [4.9101, 3.2255, -2.2039], [5.4473, 4.4666, -3.3642], [1.2497, 0.2834, 2.5571], [0.0070, -1.0768, 1.8994], [1.1451, -2.6243, 2.2579], [-1.2237, -1.1648, 3.4427], [-0.5686, -1.4940, 4.7459], [-0.4362, -2.8194, 5.1572], [0.1961, -3.1321, 6.3504], [0.7034, -2.1215, 7.1553], [0.5625, -0.7976, 6.7653], [-0.0707, -0.4872, 5.5706], [1.6504, -0.0317, 3.5198], [0.7326, 1.2305, 2.6900], [2.0793, 0.4142, 1.8593], [1.5017, -2.5651, 3.2847], [1.9970, -2.6287, 1.5814], [0.5839, -3.5471, 2.1282], [-1.9876, -1.8989, 3.1852], [-1.7216, -0.1951, 3.4814], [-0.8451, -3.6144, 4.5433], [0.2831, -4.1658, 6.6582], [1.1892, -2.3640, 8.0907], [0.9328, -0.0035, 7.4002], [-0.2004, 0.5520, 5.2888], [-1.1452, -3.9514, 0.0603], [-2.3617, -5.2470, -0.1900], [-2.3848, -5.7902, -1.8574], [-3.3268, -4.8338, 0.0787], [-2.0784, -6.0660, 0.4593], [-3.3368, -2.3299, -2.1204], [-3.9674, -1.0235, -3.1377], [-2.6688, 0.1427, -3.4937], [-4.7471, -0.5053, -2.5936], [-4.3022, -1.4495, -4.0751], [-2.9612, -1.3350, 0.9263], [-4.1335, -0.0839, 1.1114], [-5.0974, 1.1430, 1.0795], [-2.8825, 0.8471, 1.5681], [-5.1858, -1.0627, 0.4647], [-3.6011, 0.2865, -0.5077], [-4.4125, -0.5400, 2.5729]],
  "forces_ev_per_a": [[0.1838, -0.1638, 0.5843], [-0.0475, 0.0578, -0.0240], [-0.0404, -0.0023, -0.0931], [0.0285, -0.0209, -0.0110], [-0.0065, 0.0665, 0.0538], [-0.0133, 0.0131, -0.0611], [-0.0249, -0.0114, 0.1109], [0.0567, -0.0416, -0.0204], [-0.0744, 0.0609, -0.1764], [-0.0182, -0.0514, -0.0360], [-0.0195, 0.0297, 0.0133], [0.0412, -0.0330, 0.0868], [0.0329, 0.0685, -0.1213], [0.0270, -0.1071, 0.0675], [-0.0870, -0.0430, 0.1325], [-0.0210, -0.0034, -0.0141], [0.0244, -0.0065, 0.0018], [0.0157, -0.0027, 0.0093], [-0.0005, 0.0018, -0.0047], [-0.0021, 0.0023, 0.0008], [-0.0114, 0.0187, 0.0037], [0.0176, -0.0197, -0.0152], [0.0065, -0.0149, -0.0029], [-0.0105, 0.0056, -0.0145], [-0.0002, 0.0024, -0.0217], [0.0008, 0.0074, -0.0130], [-0.0077, 0.0073, -0.0154], [-0.0090, -0.0235, 0.0103], [-0.0030, 0.0026, -0.0033], [0.0047, 0.0048, 0.0146], [0.0119, 0.0181, -0.0150], [0.0101, -0.0065, 0.0109], [0.0142, 0.0041, -0.0134], [-0.0107, -0.0013, -0.0050], [-0.0025, 0.0388, 0.0039], [-0.0133, 0.0103, -0.0315], [0.0090, -0.0064, -0.0384], [-0.0055, 0.0076, -0.0195], [-0.0056, 0.0306, -0.0002], [-0.0074, 0.0149, -0.0285], [0.0438, 0.0010, -0.0125], [-0.0170, 0.0127, -0.0282], [0.0121, -0.0385, -0.0263], [0.0435, 0.0157, 0.1489], [-0.0486, 0.0018, -0.0381], [-0.1378, 0.0050, 0.0003], [0.0652, -0.0219, 0.0366], [0.0064, 0.0300, -0.0128], [-0.0002, -0.0045, 0.0192], [-0.0078, 0.0045, 0.0010], [-0.0043, -0.0070, 0.0233], [0.0038, -0.0175, -0.0142], [-0.0079, -0.0323, -0.0115], [-0.0049, 0.0238, 0.0053], [-0.0231, 0.0078, -0.0067], [-0.0041, 0.0133, 0.0068], [0.0136, 0.0023, -0.0010], [0.0359, 0.0153, 0.0241], [0.0503, -0.0107, -0.0140], [0.0326, -0.0127, -0.0265], [0.0027, 0.0065, -0.0132], [0.0007, 0.0031, 0.0039], [0.0044, 0.0005, -0.0032], [0.0018, -0.0016, -0.0005], [0.0001, -0.0040, -0.0165], [-0.0422, 0.0309, -0.0233], [0.0294, 0.0619, 0.0167], [-0.0138, -0.0164, -0.0144], [-0.0115, -0.0199, -0.0142], [-0.0075, -0.0252, -0.0242], [0.0953, -0.0360, -0.0114], [-0.0062, 0.0430, -0.0165], [-0.0083, 0.0279, -0.0387], [-0.0186, -0.0162, -0.0100], [-0.0450, -0.0004, 0.0127], [-0.0930, -0.0269, 0.0000], [0.1217, -0.0194, -0.1950], [-0.0112, 0.0221, 0.0130], [-0.0197, -0.0103, -0.0224], [-0.0112, 0.0136, 0.0285], [-0.0078, 0.0582, -0.0771], [-0.0545, 0.0064, 0.0277]]
}

(3)
{
  "formula": "C17H25N3O",
  "method": "ωB97M-V with the def2-TZVPD basis set",
  "orbital_gap_ev": 8.1,
  "e_homo_ev": -7.424,
  "lumo_ev": 0.692,
  "total_energy_ev": -24552.84370,
  "smiles": "COc1cc(NCCCCCCCN)c2ncccc2c1",
  "mol_weight_g_mol": 287.4,
  "symbols": ["C", "H", "O", "C", "C", "C", "C", "C", "C", "N", "C", "C", "C", "H", "N", "H", "C", "C", "C", "C", "C", "C", "C", "N", "H", "H", "H", "H", "H", "H", "H", "H", "H", "H", "H", "H", "H", "H", "H", "H", "H", "H", "H", "H", "H", "H"],
  "xyz": [[-5.8426, -0.9270, -0.9431], [-6.4912, -1.7827, -1.1249], [-4.6539, -1.4540, -0.4101], [-3.6526, -0.5882, -0.0782], [-3.7059, 0.7770, -0.2338], [-2.5956, 1.5593, 0.1348], [-2.5566, 2.9616, -0.0127], [-1.4259, 3.6487, 0.3401], [-0.3287, 2.9311, 0.8378], [-0.3335, 1.6344, 1.0038], [-1.4381, 0.9437, 0.6731], [-1.4127, -0.4777, 0.8529], [-2.5091, -1.2105, 0.4578], [-2.5367, -2.2831, 0.5567], [-0.3042, -0.9947, 1.4588], [0.4142, -0.2891, 1.5685], [0.1555, -2.3447, 1.2643], [0.6417, -2.6192, -0.1680], [1.6921, -1.6201, -0.6572], [2.9825, -1.6585, 0.1618], [4.1026, -0.7807, -0.4133], [4.2165, 0.6069, 0.2243], [3.0459, 1.5635, -0.0565], [2.8132, 1.8774, -1.4538], [3.6663, 2.2243, -1.8812], [2.5306, 1.0453, -1.9600], [2.1150, 1.1672, 0.3527], [3.2518, 2.5095, 0.4548], [5.1350, 1.0755, -0.1441], [4.3185, 0.4956, 1.3062], [5.0594, -1.2854, -0.2571], [3.9719, -0.6814, -1.4939], [3.3274, -2.6954, 0.1945], [2.7845, -1.3475, 1.1885], [1.9292, -1.8631, -1.6968], [1.2624, -0.6174, -0.6458], [1.0473, -3.6323, -0.2090], [-0.2183, -2.5715, -0.8394], [0.9633, -2.5246, 1.9768], [-0.6576, -3.0349, 1.5045], [0.5885, 3.4386, 1.1057], [-1.3650, 4.7211, 0.2345], [-3.4224, 3.4754, -0.4085], [-4.5715, 1.2763, -0.6393], [-5.6621, -0.4028, -1.8875], [-6.3315, -0.2457, -0.2389]],
  "forces_ev_per_a": [[-0.2211, 0.1228, -0.1036], [0.0146, 0.0899, -0.0028], [0.4638, 0.0122, 0.1952], [-0.1228, 0.3341, -0.1240], [-0.5186, -0.3444, -0.1571], [0.4982, -0.1542, 0.2337], [0.1751, 0.0297, 0.0671], [-0.2442, -0.0748, -0.0830], [0.1536, 0.0252, 0.0702], [0.2176, -0.0244, 0.1204], [-0.4993, 0.3382, -0.3059], [-0.3526, -0.2339, 0.0053], [0.2801, -0.0727, 0.0563], [0.0352, -0.1552, 0.0415], [0.3004, 0.2878, 0.1749], [-0.0642, -0.0614, 0.0355], [-0.0371, -0.2628, -0.2976], [-0.0584, 0.2551, 0.0980], [0.0085, -0.3214, 0.1799], [-0.0110, 0.1183, -0.3737], [0.0559, 0.0641, 0.3080], [-0.2084, 0.0629, -0.2509], [0.2920, -0.1017, 0.2023], [-0.0310, -0.0106, -0.2701], [-0.0917, -0.0614, -0.0571], [0.0378, 0.0948, -0.0579], [0.0217, 0.0652, 0.1003], [-0.1041, -0.0865, 0.0975], [0.0237, 0.0519, 0.0740], [0.0789, -0.0105, 0.0810], [-0.0055, 0.0067, -0.0958], [0.0641, -0.0389, -0.0554], [-0.0408, -0.0365, 0.1003], [0.0043, -0.0511, 0.1542], [0.0124, 0.0878, -0.0259], [-0.0279, 0.1080, -0.0817], [-0.0205, -0.0773, -0.0481], [-0.0279, -0.1042, -0.0246], [-0.1097, -0.0262, 0.0119], [0.1139, -0.0378, 0.0923], [0.0623, 0.1231, -0.0086], [0.0064, 0.0723, -0.0146], [-0.0458, 0.0404, -0.0296], [-0.1140, -0.0130, -0.0509], [0.0016, -0.0110, 0.0517], [0.0346, -0.0188, -0.0325]]
}